No. 1
# C7H14N

A 2-piece molecular cluster, C7H14N overall at a distorted geometry (wB97M-V/def2-TZVPD, the Open Molecules 2025 dataset).

Structure (XYZ):
```
22
Properties=species:S:1:pos:R:3:mulliken_charge:R:1
C -0.124 0.783 -1.755 -0.73
C 0.349 1.383 -0.433 -0.36
C 0.126 -0.374 -0.821 1.00
C 1.487 -0.973 -0.552 -1.02
C -3.500 -0.063 0.632 -1.30
C -2.183 0.088 -0.135 -0.16
C -1.083 -0.750 -0.209 -0.26
N 3.825 -0.272 1.503 -0.70
H 0.598 1.025 -2.585 0.30
H -1.139 0.766 -2.107 0.30
H 1.253 1.379 0.236 0.33
H -0.364 2.029 0.118 0.29
H 2.404 -0.480 -0.735 0.60
H 1.635 -1.801 0.096 0.41
H -3.652 0.847 1.239 0.33
H -3.401 -0.858 1.382 0.34
H -4.314 -0.383 -0.008 0.33
H -2.216 1.088 -0.659 0.32
H -1.100 -1.627 0.503 0.29
H 3.693 -0.703 2.379 0.25
H 3.083 -0.390 0.820 0.18
H 4.623 -0.715 1.091 0.27
```

Multiplicity: 1
HOMO in eV: -13.10
Net charge: +1
ΔE to the lowest compared entry with this formula, charge and spin in kJ/mol: 539.9

***

No. 2
# C7H14N2

A 2-piece molecular cluster, C7H14N2 overall at a distorted geometry (wB97M-V/def2-TZVPD, the Open Molecules 2025 dataset).

Structure (XYZ):
```
23
Properties=species:S:1:pos:R:3:mulliken_charge:R:1
C 0.086 2.293 2.210 -1.56
C 2.978 2.234 0.140 -1.61
C 1.102 2.392 1.128 1.26
C 1.104 3.343 0.140 -2.45
N 2.290 1.714 1.122 -0.90
N 2.303 3.233 -0.476 0.62
H 3.913 1.924 -0.312 0.99
H 2.555 3.719 -1.338 1.10
H 0.313 4.043 -0.043 0.59
H -0.130 1.252 2.475 0.29
H -0.852 2.786 1.968 0.39
H 0.441 2.748 3.142 0.40
C -1.169 -2.357 -0.953 -0.20
C -2.693 -2.465 -1.101 -1.06
C -0.436 -3.686 -0.771 -1.20
H -0.705 -1.760 -1.731 0.46
H -1.014 -1.804 -0.031 0.00
H -3.219 -2.167 -0.198 0.33
H -0.839 -4.493 -1.387 0.33
H -3.031 -3.485 -1.310 0.30
H -3.083 -1.827 -1.898 0.28
H 0.618 -3.576 -1.028 0.34
H -0.532 -4.062 0.252 0.32
```

Multiplicity: 2
Expectation value of S²: 0.75
HOMO (spin up / spin down) in eV: 1.13 / -4.82
Net charge: -1
ΔE to the lowest compared entry with this formula, charge and spin in kJ/mol: 22.1

***

No. 3
# C7H14N2

A 2-piece molecular cluster, C7H14N2 overall at a distorted geometry (wB97M-V/def2-TZVPD, the Open Molecules 2025 dataset).

Structure (XYZ):
```
23
Properties=species:S:1:pos:R:3:mulliken_charge:R:1
C -2.004 2.733 0.199 -1.28
C -2.040 -0.119 -1.966 -1.26
C -1.823 1.429 -0.472 1.27
C -1.591 0.222 0.135 -1.38
N -2.103 1.186 -1.781 -0.75
N -1.680 -0.765 -0.807 0.33
H -2.209 -0.614 -2.901 0.80
H -1.730 -1.761 -0.604 0.67
H -1.103 0.011 1.062 0.22
H -1.061 3.023 0.713 0.27
H -2.701 2.649 1.037 0.37
H -2.246 3.549 -0.476 0.31
C 1.615 -0.976 0.033 -0.11
C 3.123 -1.069 -0.136 -1.50
C 1.089 -1.048 1.472 -2.38
H 1.354 0.040 -0.273 -0.03
H 1.188 -1.833 -0.508 0.52
H 3.488 -1.202 -1.153 0.46
H 0.575 -0.197 1.902 0.66
H 3.580 -1.928 0.388 0.43
H 3.623 -0.180 0.272 0.39
H 0.722 -2.064 1.652 0.52
H 1.934 -1.088 2.212 0.44
```

Multiplicity: 2
Expectation value of S²: 0.75
HOMO (spin up / spin down) in eV: 1.17 / -4.96
Net charge: -1
ΔE to the lowest compared entry with this formula, charge and spin in kJ/mol: 78.9

***

No. 4
# C7H14N2

A 2-piece molecular cluster, C7H14N2 overall at a distorted geometry (wB97M-V/def2-TZVPD, the Open Molecules 2025 dataset).

Structure (XYZ):
```
23
Properties=species:S:1:pos:R:3:mulliken_charge:R:1
C -1.381 2.333 -0.476 -0.99
C -1.413 1.251 0.216 0.35
C 1.477 0.824 0.737 -1.55
C 1.496 0.699 -1.737 -1.12
C 1.329 -1.424 -0.504 -1.40
C -1.598 0.062 0.634 -0.41
C 1.376 0.061 -0.568 1.25
N -2.840 -1.872 0.928 -0.57
N -2.821 -0.607 0.429 -0.20
H -1.682 3.263 -0.094 0.27
H 0.748 0.576 1.460 0.44
H 2.493 0.623 1.209 0.34
H 1.507 1.848 0.719 0.44
H -0.771 2.476 -1.345 0.27
H 1.651 0.366 -2.766 0.34
H 1.517 1.769 -1.542 0.27
H 0.221 -1.853 -0.929 0.16
H 1.956 -1.826 -1.311 0.45
H 1.534 -1.785 0.472 0.36
H -0.833 -0.504 1.096 0.64
H -3.794 -2.206 1.080 0.24
H -2.395 -2.535 0.387 0.17
H -2.994 -0.629 -0.587 0.25
```

SMILES string: C=C(C)C.C=C=CNN
Multiplicity: 1
HOMO in eV: -8.19
ΔE to the lowest compared entry with this formula, charge and spin in kJ/mol: 493.6

***

No. 5
# C7H14N2

A 2-piece molecular cluster, C7H14N2 overall at a distorted geometry (wB97M-V/def2-TZVPD, the Open Molecules 2025 dataset).

Structure (XYZ):
```
23
Properties=species:S:1:pos:R:3:mulliken_charge:R:1
C -1.559 -3.673 0.820 -0.99
C -0.619 -1.233 1.313 -0.57
C -0.700 -2.609 1.381 0.43
C 1.432 -1.916 1.711 -0.23
N 0.702 -0.751 1.307 -0.04
N 0.642 -3.007 1.679 -0.58
H -1.424 -0.638 1.050 0.49
H 1.171 0.178 1.220 0.24
H -2.329 -3.990 1.631 0.26
H -1.029 -4.677 0.524 0.26
H 2.448 -1.786 1.819 0.41
H -1.724 -3.263 -0.192 0.30
C 0.004 2.270 -0.755 0.05
C -0.533 3.578 -1.386 -1.12
C 1.237 1.617 -1.571 -0.99
H 0.444 2.400 0.391 0.14
H -0.753 1.567 -0.668 0.16
H -1.396 3.346 -2.137 0.25
H 0.224 3.955 -2.013 0.30
H 0.732 0.871 -2.230 0.23
H 1.862 2.288 -2.202 0.35
H -0.813 4.350 -0.717 0.35
H 1.980 1.122 -0.976 0.30
```

SMILES string: Cc1c[nH]cn1.CCC
Multiplicity: 1
HOMO in eV: -8.47
ΔE to the lowest compared entry with this formula, charge and spin in kJ/mol: 253.7

***

No. 6
# C7H14N2

An isolated molecule of C7H14N2 at a distorted geometry (wB97M-V/def2-TZVPD, the Open Molecules 2025 dataset).

Structure (XYZ):
```
23
Properties=species:S:1:pos:R:3:mulliken_charge:R:1
C -1.275 1.610 1.391 -1.70
C 0.534 -1.648 1.215 -1.38
C 1.590 -0.476 -2.302 -1.47
C 0.282 0.846 -0.539 0.74
C -0.528 0.577 0.595 0.41
C -0.655 -0.804 0.815 0.36
N 0.971 2.040 -0.724 -0.56
N -1.872 -1.336 1.221 -0.57
C 0.432 -0.258 -1.369 -0.43
H 1.157 2.269 -1.693 0.24
H 0.605 2.823 -0.201 0.22
H -1.910 -2.348 1.256 0.26
H -2.678 -0.929 0.761 0.22
H -0.445 -0.848 -1.626 0.38
H -0.653 2.499 1.545 0.46
H -2.196 1.937 0.898 0.27
H -1.551 1.277 2.397 0.36
H 0.443 -1.929 2.273 0.41
H 0.598 -2.566 0.625 0.34
H 1.468 -1.095 1.111 0.36
H 2.494 0.031 -1.954 0.37
H 1.816 -1.546 -2.375 0.36
H 1.374 -0.125 -3.318 0.34
```

SMILES string: C/C=C(N)/C(C)=C(\C)N
Multiplicity: 1
HOMO in eV: -6.72
ΔE to the lowest compared entry with this formula, charge and spin in kJ/mol: 179.5

***

No. 7
# C7H14N2

An isolated molecule of C7H14N2 (wB97M-V/def2-TZVPD, the Open Molecules 2025 dataset).

Structure (XYZ):
```
23
Properties=species:S:1:pos:R:3:mulliken_charge:R:1
C 0.947 0.124 -0.061 1.51
C 0.116 -0.054 -1.303 0.18
C 0.903 -1.005 0.970 -1.23
C 1.617 -0.134 -1.381 -1.18
C -2.505 -0.988 1.910 -0.52
C 1.083 1.485 0.584 -1.70
C -0.658 1.075 -1.943 -1.56
N -0.185 -0.802 1.881 -0.84
N -1.307 -1.210 1.416 0.37
H -1.296 -1.792 0.565 0.28
H -0.403 -1.005 -1.393 0.52
H 0.801 -1.968 0.433 0.51
H 1.828 -1.030 1.552 0.40
H 2.075 -1.096 -1.556 0.27
H 2.143 0.688 -1.842 0.27
H -3.353 -1.442 1.437 0.25
H -2.603 -0.388 2.780 0.31
H 1.270 2.259 -0.149 0.43
H 1.914 1.458 1.288 0.40
H 0.181 1.742 1.139 0.31
H -0.001 1.899 -2.210 0.29
H -1.145 0.721 -2.844 0.42
H -1.421 1.464 -1.270 0.30
```

Multiplicity: 1
HOMO in eV: -7.45
ΔE to the lowest compared entry with this formula, charge and spin in kJ/mol: 300.5

***

No. 8
# C7H14N2

C7H14N2 as an isolated structure at a distorted geometry (wB97M-V/def2-TZVPD, the Open Molecules 2025 dataset).

Structure (XYZ):
```
23
Properties=species:S:1:pos:R:3:mulliken_charge:R:1
C 1.914 -2.549 0.844 -1.17
C 0.743 -1.557 1.042 -0.29
C 0.005 0.657 0.512 -0.72
C -0.121 1.900 -0.387 -0.07
C -0.337 1.218 -1.732 -0.88
C -1.465 0.423 0.026 -0.21
C -1.559 1.936 0.142 -0.68
H 1.941 -2.983 -0.178 0.28
H 2.856 -2.030 0.977 0.35
H 1.822 -3.439 1.539 0.34
H 0.601 -1.231 2.086 0.36
H -0.242 -1.951 0.730 0.23
H 1.032 -0.534 -0.741 0.34
H 0.046 0.918 1.569 0.51
H 0.535 2.787 -0.287 0.40
H -0.726 1.909 -2.495 0.35
H 0.582 0.739 -2.061 0.29
H -1.111 -0.679 -1.722 0.28
H -2.190 -0.239 0.546 0.45
H -1.693 2.291 1.197 0.29
H -2.241 2.493 -0.493 0.35
N 1.000 -0.321 0.280 -0.32
N -1.392 0.243 -1.394 -0.48
```

Multiplicity: 1
HOMO in eV: -8.24
ΔE to the lowest compared entry with this formula, charge and spin in kJ/mol: 162.2